# 1
Computed, not measured: a structure of composition C41H49Cl3N2O2P2PdSi, with ωB97M-V/def2-TZVPD.

```
101
Properties=species:S:1:pos:R:3:lowdin_charge:R:1
H -2.678 4.377 4.220 0.08
Cl -0.277 0.607 -5.038 0.38
C -2.980 3.103 -0.787 -0.21
H 0.739 3.086 0.691 0.08
H -2.389 -1.326 4.334 0.09
C 1.996 2.919 -2.765 -0.05
H 5.392 -3.784 3.172 0.09
H -0.293 3.968 3.000 0.13
C -4.652 4.722 -0.255 -0.05
H -0.964 -3.800 0.248 0.07
C 2.234 -1.978 1.475 -0.22
H 2.957 2.423 -2.734 0.12
C 3.736 -1.288 -1.367 -0.13
H 5.890 -2.297 3.990 0.10
H -2.464 0.571 1.445 0.13
H -2.446 -0.721 -1.809 0.08
C -1.478 -1.216 3.748 -0.02
C -4.073 1.032 -4.849 -0.05
Pd 0.171 -1.795 -1.806 0.52
C 1.178 -5.496 -0.583 -0.10
C -1.502 2.579 4.093 -0.26
N -1.437 1.197 -0.343 -0.21
H -5.202 5.620 -0.498 0.12
C -4.245 -0.333 -4.651 -0.04
H 1.611 1.562 0.858 0.07
H -0.632 -5.121 1.365 0.10
C -0.528 2.921 3.162 0.01
H -5.688 4.423 1.602 0.12
H -1.419 4.725 -2.875 0.10
H -2.989 3.216 5.516 0.08
C 5.057 -2.985 3.831 -0.02
H -3.801 -2.024 -3.408 0.11
C -0.156 0.623 2.641 -0.26
Cl 2.230 -1.399 -4.609 0.32
C -4.239 2.897 1.284 0.00
H -1.516 4.183 5.522 0.09
H 1.089 -6.426 -0.020 0.10
C 4.432 -3.629 -0.744 -0.09
C 1.140 -4.342 0.412 -0.52
O -0.609 0.077 -0.480 -0.19
C -3.249 2.402 0.420 -0.21
Cl -0.941 -2.549 -5.154 0.34
C 0.162 1.963 2.427 -0.21
C 1.587 -0.941 2.237 -0.26
C 2.176 -0.571 3.490 0.04
H -3.502 4.778 -2.054 0.10
C -0.467 4.210 -2.847 -0.06
H 4.536 -1.269 -2.109 0.09
C 0.665 4.845 -3.333 -0.04
H -4.545 1.523 -5.690 0.12
H 1.506 -3.692 -3.806 0.00
Si 0.222 -1.162 -4.173 -0.64
H 4.816 -3.419 4.804 0.10
C -1.794 1.230 4.272 0.00
C 0.872 2.272 -2.282 -0.12
H -1.625 -1.722 2.790 0.07
C 1.188 2.399 1.411 -0.02
H 2.095 -5.539 -1.166 0.07
H 2.939 -0.632 -1.723 0.03
P 1.721 -2.680 -0.152 1.07
H -0.270 -3.459 1.840 0.06
C 3.322 -2.617 2.038 -0.05
H -2.553 0.939 4.990 0.13
H 5.052 -3.158 0.019 0.08
H 3.694 -0.899 4.936 0.13
C 3.282 -1.201 3.981 0.00
C -1.139 0.237 3.552 -0.23
H 2.011 2.929 1.893 0.10
H -0.679 -1.747 4.273 0.09
C -0.364 2.923 -2.322 -0.30
H 1.825 -4.564 1.236 0.11
H 3.779 -3.453 1.525 0.09
C -2.443 1.265 0.621 0.00
C -2.686 1.130 -2.891 -0.32
H -4.453 2.378 2.211 0.12
H 4.131 -0.875 -0.437 0.08
H 0.339 -5.450 -1.272 0.07
H 2.885 -3.115 -2.109 0.06
H 5.068 -3.786 -1.616 0.10
C -3.299 1.767 -3.968 -0.09
H 0.139 -4.326 -3.537 0.04
N 0.454 -0.392 1.827 0.12
C 3.875 -2.258 3.275 -0.21
C -3.650 -0.964 -3.568 -0.09
H 0.589 5.846 -3.737 0.12
C -4.923 4.041 0.939 -0.04
C -2.214 3.643 4.881 -0.04
H -4.857 -0.903 -5.337 0.12
O 0.879 -3.888 -3.093 -0.18
H 1.706 0.219 4.060 0.13
C -3.686 4.251 -1.126 -0.05
C -2.872 -0.236 -2.679 -0.12
H 2.775 4.702 -3.664 0.12
C -0.261 -4.161 1.004 -0.11
C 3.264 -2.731 -1.162 -0.54
P -1.818 2.126 -1.691 1.12
H -0.256 -0.221 0.443 0.04
H 0.955 1.275 -1.868 0.07
H 4.118 -4.612 -0.390 0.08
H -3.165 2.830 -4.134 0.12
C 1.892 4.201 -3.290 -0.04
```

Properties
Energy above the lowest of the compared OMol25 structures with the same formula, charge and spin   0.000 eV
Strongest force on any atom   0.5 eV Å⁻¹
Calculated total energy   -4331.94314 hartree
HOMO energy (alpha / beta)   -11.7 / -13.1 eV
LUMO level (alpha / beta)   -4.571 / -7.816 eV
Kohn-Sham gap (alpha / beta)   7.117 / 5.269 eV
2S+1   5
Charge   +2

---

# 2
Computed, not measured: a structure of composition C41H49ClIrN6O6S2SiTe at a distorted geometry, with ωB97M-V/def2-TZVPD.

```
108
Properties=species:S:1:pos:R:3:lowdin_charge:R:1
C 0.182 4.220 -6.179 -0.04
H -5.669 -3.949 5.719 0.09
C -2.285 1.593 4.301 -0.04
H -0.754 3.721 -5.939 0.06
C 3.155 -4.279 2.162 -0.18
H 2.222 5.808 -5.023 0.13
C -6.115 -3.673 4.763 -0.04
Cl -2.862 -0.935 -1.903 0.68
H 5.352 -0.435 1.399 0.10
H -7.046 -3.143 4.955 0.08
C -3.522 3.892 1.267 -0.07
O -1.680 -0.246 -2.531 -0.55
C -4.698 -0.832 2.661 -0.29
H 0.574 3.818 -7.118 0.09
H 0.762 0.954 -6.272 0.04
H -0.487 -4.153 -4.611 0.12
C 3.031 4.204 -3.758 -0.11
H 4.559 1.762 0.542 0.11
O 0.536 2.874 -0.719 0.03
H -1.594 -4.173 2.712 0.09
H -3.088 2.474 -0.288 0.11
H -2.211 2.435 4.989 0.09
H 0.839 -1.020 1.960 0.05
C 1.381 -0.865 -4.236 -0.10
H 0.305 4.045 1.798 0.13
H -3.020 0.890 4.704 0.09
O 2.687 -1.293 -7.436 0.08
H -6.350 -4.598 4.232 0.09
H -0.346 -2.996 -2.446 0.07
C 1.052 3.044 -4.181 -0.79
N -0.483 0.931 -0.120 -0.27
Te -1.984 -0.039 1.391 1.89
H 1.714 1.013 -7.726 0.12
C 2.812 0.920 -0.324 -0.11
C -2.950 -2.528 2.992 -0.28
H 1.956 0.426 5.830 0.11
N 0.801 -1.421 -3.155 -0.13
H 4.063 3.897 -3.904 0.12
H 4.045 -4.131 -1.064 0.03
H 6.237 -3.744 2.744 0.04
N 2.186 3.047 -3.447 0.03
H 3.534 -5.305 2.229 0.04
C 3.656 -1.526 0.675 -0.23
S 1.262 -2.590 -0.293 0.72
H -3.645 5.388 2.799 0.11
C 1.893 -0.738 -6.704 -0.50
H 0.002 5.287 -6.307 0.10
H -0.225 1.540 6.042 0.12
H 0.623 -3.119 -6.614 0.14
H -6.277 0.436 1.937 0.09
H -2.663 1.969 3.347 0.04
H -1.180 -2.748 1.766 0.03
N 1.431 0.523 -6.895 0.19
C 4.908 -3.959 -0.413 -0.17
C -0.948 0.915 4.129 -0.29
S -0.200 1.938 -3.975 0.72
H 1.940 0.044 -4.069 0.10
C 0.616 -0.449 2.855 -0.14
O -3.595 -1.564 -2.940 -0.25
C 1.310 -1.429 -5.492 -0.11
C 1.236 0.350 5.024 -0.05
C -3.385 -1.286 2.517 -0.30
H -4.591 3.872 1.095 0.11
H 6.627 -2.330 1.767 0.04
C -0.616 0.187 2.979 -0.38
H -6.588 -1.283 3.548 0.12
H -4.760 0.619 1.063 0.04
H 3.026 -3.906 3.184 0.03
Ir 0.250 -0.241 -1.487 1.27
C 5.821 -2.826 2.317 -0.18
C -1.615 4.798 2.426 -0.06
C 0.653 -2.640 -5.642 0.04
H 2.997 4.946 -2.958 0.12
C 3.986 0.860 0.370 -0.04
C -2.990 4.746 2.222 -0.07
O -2.355 -1.895 -0.937 -0.42
H 5.526 -2.180 3.151 0.04
N 2.064 -0.181 -0.548 -0.16
C 0.005 0.982 5.140 -0.03
H -1.203 5.467 3.172 0.11
H 2.989 4.498 -5.931 0.13
H 2.491 -0.891 3.784 0.10
C 1.544 -0.375 3.880 -0.06
C -1.302 3.135 0.717 -0.20
H 5.430 -4.913 -0.283 0.04
C -0.770 4.004 1.665 -0.02
H -0.868 -2.777 3.508 0.09
H -4.942 1.315 2.683 0.08
H 2.103 2.696 -2.513 0.08
C -5.162 -2.831 3.958 -0.24
N 1.115 4.016 -5.095 -0.15
O -3.638 0.076 -1.228 -0.37
C 4.415 -0.379 0.853 -0.06
C -5.194 0.459 2.051 -0.06
C -5.565 -1.621 3.409 0.00
C -1.569 -3.083 2.729 -0.05
H 2.175 -4.317 1.686 -0.01
C -3.864 -3.274 3.723 0.00
C 0.052 -3.219 -4.535 -0.01
H 5.586 -3.270 -0.926 0.04
H 2.412 1.852 -0.677 0.08
H -3.558 -4.244 4.103 0.13
C -2.683 3.078 0.517 -0.07
C -0.361 2.315 -0.111 -0.54
Si 4.364 -3.221 1.214 0.51
C 2.444 -1.370 -0.036 -0.75
C 0.133 -2.581 -3.318 -0.16
C 2.390 4.732 -5.048 -0.10
```

Properties
Strongest force on any atom   1.8 eV Å⁻¹
Calculated total energy   -4289.66404 hartree
HOMO energy (alpha / beta)   -10.4 / -10.5 eV
LUMO level (alpha / beta)   -2.144 / -5.127 eV
Kohn-Sham gap (alpha / beta)   8.232 / 5.366 eV
2S+1   5
Charge   +1